The following is a DFT calculation (ωB97M-V/def2-TZVPD) of a molecular structure, C58H78InN3O3P2Se.

```
! RIJCOSX wB97M-V def2-TZVPD def2/J DEFGRID3
* xyz 0 1
In -0.13158 0.29612 0.05345
C -4.41685 2.21875 5.86463
C -4.26496 3.30659 4.79100
C -5.63858 3.93346 4.54715
C -3.32053 4.40121 5.31310
C -3.67612 2.69944 3.51475
C -2.43529 2.08242 3.54050
C -1.87277 1.56207 2.38702
Se -0.14721 0.71390 2.64101
C 0.95470 2.27130 2.47554
C 1.38814 2.88991 3.63938
C 2.10057 4.07819 3.57862
C 2.36870 4.57762 2.30014
C 1.95222 3.97909 1.11259
C 1.19192 2.78377 1.18212
O 0.72250 2.22085 0.08728
C 2.26745 4.60107 -0.25498
C 3.09464 3.62010 -1.10163
C 3.07608 5.89516 -0.13740
C 0.95449 4.94315 -0.98166
C 2.48966 4.81466 4.86477
C 3.39418 3.93406 5.73634
C 3.23379 6.11774 4.57631
C 1.21476 5.15750 5.65389
C -2.50269 1.62801 1.11737
O -1.97100 1.15810 -0.00144
C -3.78393 2.23004 1.08864
C -4.31261 2.73603 2.27672
C -4.67924 2.34631 -0.16918
C -4.06466 1.83824 -1.48237
C -5.04993 3.82198 -0.39794
C -5.96054 1.53050 0.07262
H -4.81054 2.64871 6.79151
H -3.45720 1.74724 6.09605
H -5.10595 1.43766 5.52811
H -6.02318 4.34344 5.48506
H -6.36100 3.19616 4.18392
H -5.58610 4.75085 3.82180
H -3.73248 4.86522 6.21526
H -3.17805 5.17919 4.55784
H -2.33488 3.99549 5.56155
H -1.87862 2.00384 4.46954
H 1.14652 2.43453 4.59483
H 2.93044 5.49814 2.22632
H 4.05522 3.41179 -0.61905
H 3.29930 4.06069 -2.08412
H 2.56962 2.67622 -1.24108
H 4.04315 5.73271 0.34832
H 2.53510 6.67049 0.41349
H 3.27074 6.27859 -1.14248
H 0.34501 4.05370 -1.13851
H 1.17679 5.39481 -1.95439
H 0.37244 5.66218 -0.39725
H 4.36654 3.78846 5.25662
H 2.95316 2.94832 5.90880
H 3.56268 4.40628 6.70957
H 4.15733 5.94020 4.01731
H 3.50169 6.60017 5.52033
H 2.61625 6.81760 4.00650
H 0.68841 4.25272 5.97342
H 0.52693 5.74508 5.03944
H 1.46243 5.73616 6.54994
H -5.29526 3.19136 2.22424
H -3.15082 2.37214 -1.74042
H -4.79896 2.00003 -2.27884
H -3.82707 0.77576 -1.43884
H -4.14753 4.42437 -0.53517
H -5.61597 4.24739 0.43326
H -5.66350 3.91482 -1.29984
H -5.71335 0.47635 0.23540
H -6.62008 1.59640 -0.79959
H -6.51628 1.88538 0.94415
C 3.82010 -0.77639 4.70165
C 3.23698 -1.76214 3.92111
C 3.11394 -1.58405 2.54510
C 3.54622 -0.40701 1.93991
C 4.11484 0.58883 2.74144
C 4.27071 0.39718 4.10478
P 3.25476 -0.00130 0.18007
C 4.90970 -0.20253 -0.59047
C 4.99325 0.06627 -1.96015
C 6.20119 -0.03788 -2.63168
C 7.35488 -0.39337 -1.93973
C 7.28707 -0.64875 -0.57888
C 6.06961 -0.55775 0.09338
C 2.36665 -1.47312 -0.46006
C 3.04245 -2.66948 -0.72771
C 2.37603 -3.75965 -1.26336
C 1.01580 -3.66714 -1.53665
C 0.32408 -2.50308 -1.23534
C 0.97983 -1.38981 -0.69759
H 3.92212 -0.91627 5.77164
H 2.88696 -2.68254 4.37809
H 2.68525 -2.37114 1.94225
H 4.41765 1.53165 2.29290
H 4.71734 1.17642 4.70861
H 4.09898 0.35300 -2.50326
H 6.24604 0.16480 -3.69464
H 8.30144 -0.46681 -2.46072
H 8.18096 -0.93080 -0.03459
H 6.02662 -0.77980 1.15349
H 4.10711 -2.73528 -0.52926
H 2.91685 -4.67443 -1.48024
H 0.49230 -4.50698 -1.98338
H -0.73470 -2.45186 -1.43544
O -1.84953 -1.48881 0.90188
P -2.36329 -2.78816 1.42417
N -3.20405 -2.56415 2.82800
C -3.22654 -3.56148 3.90958
C -2.95873 -2.73806 5.16412
C -3.69510 -1.42890 4.86271
C -3.44877 -1.19608 3.36867
N -1.14663 -3.84836 1.70223
C -1.15342 -5.30432 1.53443
C -0.20054 -5.78538 2.62309
C 0.85465 -4.67552 2.66306
C 0.04173 -3.39248 2.44968
N -3.39216 -3.57302 0.39716
C -3.50447 -3.19193 -1.03659
C -4.96187 -3.50880 -1.38088
C -5.32783 -4.62514 -0.40258
C -4.64970 -4.17070 0.88137
H -2.48249 -4.34018 3.73934
H -4.20640 -4.04571 3.97687
H -1.88599 -2.55542 5.26904
H -3.31337 -3.23209 6.06804
H -3.33728 -0.58574 5.45482
H -4.76172 -1.55141 5.06332
H -2.58704 -0.56046 3.20492
H -4.29591 -0.71270 2.88118
H -0.76518 -5.58299 0.54941
H -2.15816 -5.71800 1.62135
H 0.21606 -6.76710 2.39988
H -0.72104 -5.84540 3.58309
H 1.56508 -4.80520 1.84255
H 1.41599 -4.65315 3.59705
H 0.58783 -2.64586 1.87820
H -0.24353 -2.93400 3.40420
H -2.82660 -3.78670 -1.65401
H -3.26135 -2.14135 -1.18137
H -5.07543 -3.80078 -2.42369
H -5.59201 -2.63461 -1.20293
H -4.89631 -5.57112 -0.73912
H -6.40200 -4.76176 -0.27621
H -4.46308 -4.99402 1.57552
H -5.26469 -3.43033 1.40262
*
```

Output
HOMO level = -7.213 eV
HOMO-LUMO gap = 7.7 eV
E_tot = -161127.6675 eV
E_LUMO = 0.479 eV

The following is a DFT calculation (ωB97M-V/def2-TZVPD) of 2 unconnected molecules or ions with the total composition C4H11NO at a distorted geometry.

```
! RIJCOSX wB97M-V def2-TZVPD def2/J DEFGRID3
* xyz 0 1
C -0.28170 1.72170 2.10283
C 0.71157 1.23793 1.04550
N 0.69364 1.87630 -0.15292
O 1.65567 0.49833 1.32352
H 0.26560 2.41579 2.83383
H -0.56662 0.96213 2.94236
H -1.27934 2.07204 1.62468
H 1.39527 1.57223 -0.78345
H 0.27698 2.73504 -0.30356
C -0.18380 -2.65531 -1.14751
C -0.56216 -1.15746 -1.48538
H 0.67331 -2.68660 -0.47122
H -1.02121 -3.16834 -0.62801
H 0.13651 -3.08642 -2.09586
H -1.17767 -1.08936 -2.40613
H 0.30052 -0.60249 -1.75894
H -1.03656 -0.64552 -0.63975
*
```

Output
HOMO level = -9.762 eV
HOMO-LUMO gap = 10.6 eV
energy relative to the best compared isomer or geometry (same formula, charge and spin) = 19.2 kcal/mol
structure (SMILES) = CC(N)=O.CC
E_tot = -7863.7206 eV
E_LUMO = 0.834 eV